Record 1
Computed, not measured: one molecule with the formula C22H27N3O4, with ωB97M-V/def2-TZVPD.

Output
Total charge: 0
SMILES: CCOc1cc(/C=N/NC(=O)CN2CCOCC2)ccc1OCc1ccccc1
Energy above the lowest of the compared OMol25 structures with the same formula, charge and spin, kcal/mol: 111.7

XYZ file:
```
56
C22H27N3O4, DFT ωB97M-V/def2-TZVPD
C -2.010 -1.832 1.458
C -3.197 -1.279 0.676
O -2.869 -0.685 -0.572
C -2.243 0.551 -0.488
C -0.886 0.608 -0.216
C -0.208 1.817 -0.074
C -0.932 3.003 -0.211
C -2.267 2.960 -0.535
C -2.947 1.750 -0.706
O -4.244 1.889 -1.080
C -4.946 0.825 -1.696
C -5.759 -0.009 -0.738
C -6.141 -1.296 -1.091
C -6.906 -2.058 -0.227
C -7.293 -1.543 0.999
C -6.917 -0.259 1.354
C -6.157 0.507 0.487
H -5.863 1.510 0.758
H -7.218 0.149 2.308
H -7.887 -2.140 1.674
H -7.198 -3.060 -0.509
H -5.831 -1.701 -2.044
H -5.632 1.322 -2.397
H -4.266 0.189 -2.270
H -2.833 3.868 -0.678
H -0.437 3.954 -0.086
C 1.211 1.860 0.207
N 1.872 0.774 0.325
N 3.202 0.748 0.575
C 4.118 1.747 0.680
O 3.886 2.935 0.624
C 5.522 1.192 0.924
N 5.711 -0.089 0.268
C 6.863 -0.821 0.770
C 6.912 -2.188 0.087
O 6.997 -2.063 -1.312
C 5.903 -1.330 -1.811
C 5.829 0.059 -1.177
H 4.956 0.592 -1.556
H 6.735 0.629 -1.444
H 6.052 -1.253 -2.890
H 4.967 -1.871 -1.609
H 7.797 -2.744 0.400
H 6.008 -2.757 0.356
H 6.757 -0.956 1.849
H 7.805 -0.282 0.570
H 5.631 1.053 2.004
H 6.251 1.954 0.607
H 3.580 -0.194 0.604
H 1.657 2.848 0.299
H -0.328 -0.308 -0.115
H -3.877 -2.093 0.409
H -3.747 -0.560 1.298
H -1.419 -2.491 0.828
H -2.385 -2.399 2.306
H -1.377 -1.030 1.829
```

Atom charges from the Löwdin analysis, given in e for atoms 1 to 6:
1 C -0.0667
2 C -0.2361
3 O -0.0824
4 C -0.1833
5 C 0.0413
6 C -0.2053



Record 2
Computed, not measured: one molecule with the formula C22H27N3O5 in a non-equilibrium geometry, with ωB97M-V/def2-TZVPD.

Output
Total charge: 0
SMILES: COc1ccccc1N1CCN(/N=C/c2cc(OC)c(OC(C)=O)c(OC)c2)CC1
Energy above the lowest of the compared OMol25 structures with the same formula, charge and spin, kcal/mol: 140.0

XYZ file:
```
57
C22H27N3O5, DFT ωB97M-V/def2-TZVPD
C 1.829 -2.905 4.601
O 0.729 -2.804 3.733
C 0.928 -2.283 2.475
C 2.125 -1.715 2.072
C 2.289 -1.237 0.780
C 1.252 -1.343 -0.122
C 0.047 -1.895 0.277
C -0.159 -2.353 1.575
N -1.367 -2.927 2.006
C -2.012 -2.341 3.162
C -2.627 -0.966 2.799
N -2.913 -0.909 1.376
N -2.274 -0.164 0.495
C -1.495 0.816 0.744
C -0.816 1.483 -0.344
C 0.157 2.439 -0.058
C 0.887 3.027 -1.081
C 0.612 2.664 -2.401
C -0.370 1.713 -2.701
C -1.080 1.129 -1.667
H -1.838 0.387 -1.845
O -0.543 1.447 -4.024
C -1.432 0.417 -4.378
H -1.135 -0.536 -3.929
H -2.460 0.655 -4.084
H -1.375 0.339 -5.462
O 1.342 3.247 -3.436
C 2.231 2.465 -4.068
O 2.487 1.336 -3.752
C 2.852 3.212 -5.220
H 3.757 2.705 -5.540
H 2.139 3.232 -6.041
H 3.067 4.234 -4.924
O 1.879 3.944 -0.914
C 2.219 4.323 0.396
H 2.563 3.467 0.986
H 1.378 4.803 0.907
H 3.032 5.040 0.292
H 0.352 2.692 0.972
H -1.240 1.164 1.749
C -3.414 -2.153 0.835
H -4.348 -2.394 1.351
C -2.374 -3.294 1.036
H -1.894 -3.569 0.099
H -2.886 -4.184 1.421
H -3.624 -1.993 -0.222
H -1.930 -0.167 3.050
H -3.557 -0.801 3.356
H -2.795 -3.034 3.483
H -1.296 -2.232 3.973
H -0.754 -1.934 -0.443
H 1.366 -0.978 -1.131
H 3.229 -0.795 0.487
H 2.952 -1.647 2.761
H 2.645 -3.480 4.153
H 1.460 -3.430 5.481
H 2.203 -1.920 4.902
```

Atom charges from the Löwdin analysis, given in e for atoms 1 to 6:
1 C -0.0876
2 O -0.1137
3 C -0.1987
4 C -0.0305
5 C -0.0878
6 C -0.0843



Record 3
Computed, not measured: one molecule with the formula C22H27N3O6S in a non-equilibrium geometry, with ωB97M-V/def2-TZVPD.

Output
Total charge: 0
SMILES: CC(C)CNC(=O)c1ccccc1NC(=O)CN(c1ccc2c(c1)OCCO2)S(C)(=O)=O
Energy above the lowest of the compared OMol25 structures with the same formula, charge and spin, kcal/mol: 15.1

XYZ file:
```
59
C22H27N3O6S, DFT ωB97M-V/def2-TZVPD
C 4.986 -1.886 2.648
H 5.768 -1.193 2.347
H 5.363 -2.490 3.472
H 4.777 -2.538 1.803
C 3.738 -1.115 3.071
C 4.073 -0.130 4.188
H 4.824 0.580 3.851
H 3.189 0.426 4.489
H 4.463 -0.657 5.057
H 3.355 -0.560 2.209
C 2.635 -2.073 3.544
N 2.108 -2.890 2.475
C 0.995 -2.557 1.796
O 0.284 -1.611 2.101
C 0.645 -3.483 0.679
C 0.548 -4.846 0.931
C 0.123 -5.719 -0.054
C -0.211 -5.224 -1.304
C -0.109 -3.873 -1.577
C 0.324 -2.986 -0.593
N 0.515 -1.628 -0.844
C 0.217 -0.930 -1.965
O -0.361 -1.353 -2.942
C 0.740 0.513 -1.905
N 0.283 1.266 -0.755
C -0.828 2.107 -0.890
C -1.926 1.683 -1.630
C -3.044 2.496 -1.761
C -3.066 3.756 -1.154
C -1.971 4.166 -0.406
C -0.860 3.357 -0.272
H 0.003 3.709 0.268
H -2.002 5.141 0.052
O -4.133 4.611 -1.285
C -4.998 4.255 -2.340
C -5.291 2.756 -2.295
H -5.970 2.459 -3.095
O -4.102 2.020 -2.486
H -5.734 2.504 -1.322
H -5.908 4.842 -2.207
H -4.535 4.503 -3.305
H -1.939 0.722 -2.117
S 1.355 1.454 0.520
O 2.188 0.278 0.475
O 2.043 2.711 0.472
C 0.309 1.386 1.978
H 0.855 1.856 2.786
H -0.610 1.919 1.775
H 0.122 0.338 2.187
H 0.445 1.023 -2.826
H 1.832 0.470 -1.856
H 0.998 -1.102 -0.117
H -0.364 -3.493 -2.551
H -0.551 -5.896 -2.077
H 0.046 -6.775 0.156
H 0.782 -5.217 1.919
H 2.698 -3.620 2.109
H 3.018 -2.730 4.332
H 1.793 -1.498 3.937
```

Atom charges from the Löwdin analysis, given in e for atoms 1 to 6:
1 C -0.0707
2 H 0.0786
3 H 0.0800
4 H 0.0690
5 C -0.4155
6 C -0.0718



Record 4
Computed, not measured: C22H27N4O6S2V as an isolated structure in a non-equilibrium geometry, with ωB97M-V/def2-TZVPD.

Output
Total charge: 0
DFT total energy, Eh: -3265.432797
Multiplicity: 3

XYZ file:
```
62
C22H27N4O6S2V, DFT ωB97M-V/def2-TZVPD
V 0.215 -0.819 0.330
C -3.421 0.410 0.542
C -2.364 1.150 -0.242
C -1.717 2.261 0.318
C -2.269 2.893 1.566
C -0.576 2.772 -0.312
C 0.213 3.867 0.363
C -0.178 2.265 -1.551
C 1.147 2.675 -2.158
C -1.042 1.420 -2.263
C -0.887 1.259 -3.756
C -2.110 0.808 -1.583
C -3.089 -0.095 -2.291
H -4.428 0.755 0.290
H -3.253 0.530 1.610
H -3.364 -0.658 0.326
H -1.902 2.383 2.454
H -3.356 2.831 1.564
H -1.993 3.942 1.633
H -0.444 4.684 0.657
H 0.978 4.282 -0.286
H 0.691 3.476 1.265
H 1.096 3.655 -2.639
H 1.471 1.941 -2.892
H 1.910 2.705 -1.382
H -0.561 0.253 -4.007
H -0.180 1.975 -4.164
H -1.848 1.433 -4.241
H -2.789 -0.301 -3.312
H -4.081 0.366 -2.294
H -3.165 -1.052 -1.777
N 1.073 -7.864 -3.472
C 0.810 -6.591 -3.024
C 1.390 -5.485 -3.662
C 1.065 -4.207 -3.268
C 0.175 -4.020 -2.219
C -0.398 -5.094 -1.562
C -0.076 -6.376 -1.961
S -0.221 -2.350 -1.838
O -0.626 -1.747 -3.065
O -1.146 -2.240 -0.702
N 1.109 -1.569 -1.263
C 1.754 -2.241 -0.259
N 2.070 -1.378 0.739
C 2.749 -1.839 1.794
C 3.135 -3.161 1.847
C 2.681 -3.988 0.826
N 1.995 -3.550 -0.220
H 1.885 -7.990 -4.051
H 0.857 -8.627 -2.856
H 2.082 -5.648 -4.478
H 1.492 -3.339 -3.753
H -1.080 -4.917 -0.741
H -0.520 -7.228 -1.462
H 2.931 -1.138 2.595
H 3.706 -3.540 2.680
H 2.860 -5.058 0.832
O 0.998 -0.398 3.529
S -0.175 -0.231 2.715
O -1.281 0.435 3.325
O 0.245 0.533 1.406
O -0.567 -1.524 2.040
```

Atom charges from the Löwdin analysis, given in e for atoms 1 to 6:
1 V 0.9848
2 C -0.0314
3 C -0.2061
4 C -0.2007
5 C -0.0235
6 C -0.2011